# 1
10
Properties=species:S:1:pos:R:3:lowdin_charge:R:1 method="wB97M-V/def2-TZVPD" e_above_lowest_kcal_mol=34.4
C -0.76497 0.11585 0.45594 -0.42
C 0.29928 1.14393 0.32560 -0.10
C 0.14973 -0.73335 -0.46052 -0.71
C 1.20630 0.41504 -0.30949 -0.04
Br 0.87794 -2.47804 0.03577 0.64
Br -3.02100 0.19258 -0.02532 0.31
H -0.83828 -0.25423 1.38889 0.03
H 0.16028 2.08480 0.75886 0.09
H -0.31237 -0.78818 -1.41472 0.07
H 2.24310 0.30161 -0.75502 0.14

# 2
40
Properties=species:S:1:pos:R:3:lowdin_charge:R:1 method="wB97M-V/def2-TZVPD" smiles=COCCCCCCC[C@@H]1CCC[N@H+]1Cl total_charge=+1
C 2.05882 -2.87386 0.54045 -0.12
O 3.27121 -2.16969 0.61318 -0.17
C 3.10856 -0.76264 0.65673 -0.23
C 2.97664 -0.16806 -0.74004 -0.18
C 2.85254 1.35840 -0.76094 -0.19
C 1.64420 1.92251 -0.00875 -0.21
C 0.30961 1.44892 -0.57825 -0.22
C -0.87666 2.03228 0.18096 -0.19
C -2.28013 1.76221 -0.36794 -0.12
C -3.07085 0.49722 0.01531 -0.28
C -2.72279 -0.20399 1.32441 -0.12
C -1.60535 -1.20911 0.99310 -0.12
C -1.68661 -1.46037 -0.51778 -0.14
N -2.86535 -0.64202 -0.99346 -0.40
Cl -4.30961 -1.61816 -1.11159 0.84
H 1.44057 -2.69723 1.43220 0.08
H 1.47349 -2.60128 -0.35083 0.07
H 2.29890 -3.93368 0.47996 0.10
H 3.99069 -0.35453 1.15639 0.14
H 2.23948 -0.51167 1.28232 0.11
H 2.12057 -0.62814 -1.24706 0.09
H 3.85580 -0.46867 -1.31239 0.12
H 3.76529 1.79723 -0.34892 0.12
H 2.80449 1.68893 -1.80262 0.12
H 1.68169 3.01517 -0.03665 0.12
H 1.68902 1.64639 1.04948 0.11
H 0.24363 1.73610 -1.63512 0.13
H 0.29766 0.35712 -0.54455 0.07
H -0.76408 3.11966 0.17472 0.13
H -0.82466 1.74718 1.23704 0.11
H -2.92726 2.56862 -0.01676 0.13
H -2.27586 1.86734 -1.46125 0.13
H -4.12895 0.73690 -0.05032 0.13
H -3.60684 -0.72196 1.69476 0.12
H -2.42132 0.51548 2.08199 0.13
H -0.61992 -0.81255 1.23092 0.10
H -1.73396 -2.12912 1.55856 0.12
H -1.85783 -2.49029 -0.81720 0.12
H -0.82527 -1.07435 -1.06016 0.11
H -2.71955 -0.28628 -1.93993 0.15

# 3
16
Properties=species:S:1:pos:R:3:lowdin_charge:R:1 method="wB97M-V/def2-TZVPD" e_above_lowest_kcal_mol=41.0 total_charge=-1
C 1.00667 -1.41670 -0.54243 -0.19
C 0.06487 -1.52117 0.63357 -0.54
S -0.09236 -3.35537 1.15448 0.58
H 0.91092 -2.29470 -1.18313 0.05
H 2.04709 -1.43772 -0.21006 0.06
H 0.80710 -0.52924 -1.14241 0.05
H 0.37094 -1.06202 1.55855 0.05
H -0.94859 -1.23032 0.38644 0.03
H 0.45033 -3.13358 2.36566 -0.19
N -0.33864 2.93794 0.16600 -0.06
C -0.75602 2.04818 -0.96749 -0.66
O -1.32560 0.90169 -0.64553 -0.33
H -1.16941 3.15306 0.70881 0.02
H 0.07874 2.29624 0.82903 0.02
H -1.35718 2.70389 -1.63481 0.06
H 0.25115 1.93980 -1.47667 0.06

# 4
The following is a quantum chemistry calculation of a molecular structure, C21H55N5O7Sr at a distorted geometry, from the OMol25 dataset.

Structure (XYZ):
```
89
Properties=species:S:1:pos:R:3:lowdin_charge:R:1
Sr -22.06454 -17.94773 -3.01348 1.42
O -23.23637 -16.94624 -4.98944 -0.49
C -23.65858 -15.64417 -4.70053 -0.41
C -22.82441 -14.76411 -3.71600 -0.42
O -22.16201 -15.36097 -2.64612 -0.45
H -24.74460 -15.67655 -4.42413 0.08
H -23.74208 -15.06327 -5.65477 0.09
H -23.59477 -14.05328 -3.33033 0.09
H -22.17176 -14.10601 -4.32619 0.07
C -25.09525 -18.48316 0.06357 -0.05
C -24.67669 -17.27437 -0.75875 -0.42
C -25.33963 -15.99400 -0.26276 -0.20
O -26.75010 -16.02627 -0.31071 -0.17
C -27.24622 -15.88333 -1.60903 -0.12
N -23.20443 -17.14864 -0.72342 -0.03
H -24.66142 -19.39097 -0.35729 0.07
H -26.18623 -18.57023 0.04784 0.08
H -24.83940 -18.38687 1.12273 0.08
H -24.95503 -17.43691 -1.80656 0.12
H -24.97163 -15.13745 -0.84924 0.13
H -24.99787 -15.78303 0.75751 0.13
H -27.31374 -16.84197 -2.15562 0.08
H -26.63029 -15.20104 -2.20407 0.09
H -28.27875 -15.52680 -1.60603 0.09
H -22.93807 -17.21873 0.25719 0.07
H -22.83680 -16.23551 -1.04625 0.04
C -18.96621 -16.96520 -6.79030 -0.07
C -19.39302 -15.85182 -5.83114 -0.41
C -20.08601 -14.74153 -6.61907 -0.21
O -19.13371 -14.11711 -7.43934 -0.19
C -19.70403 -13.30740 -8.42894 -0.12
N -20.30263 -16.41210 -4.84178 0.01
H -18.18034 -16.63609 -7.47667 0.08
H -19.79621 -17.26325 -7.43620 0.09
H -18.54327 -17.80380 -6.23359 0.06
H -18.50301 -15.44805 -5.34356 0.14
H -20.50716 -14.01787 -5.91263 0.12
H -20.86608 -15.22405 -7.22102 0.13
H -20.46940 -13.83780 -9.01016 0.09
H -18.90779 -13.02409 -9.11818 0.08
H -20.14740 -12.39915 -8.00186 0.09
H -20.48516 -15.78339 -4.05297 0.05
H -21.24002 -16.57907 -5.24253 0.03
C -18.34221 -18.31289 0.17847 -0.06
C -19.31720 -18.82091 -0.86464 -0.41
C -20.61441 -19.31509 -0.25175 -0.21
O -21.51960 -19.80332 -1.22724 -0.30
C -21.19212 -21.07195 -1.74215 -0.08
N -19.63532 -17.79572 -1.91488 0.00
H -17.35697 -18.05585 -0.20808 0.08
H -18.14990 -19.03562 0.98388 0.08
H -18.75346 -17.46105 0.73508 0.09
H -18.86230 -19.68425 -1.36401 0.14
H -21.15088 -18.52484 0.27322 0.12
H -20.38490 -20.09567 0.48738 0.13
H -22.09747 -21.49628 -2.15750 0.09
H -20.71270 -21.68829 -0.97579 0.10
H -20.43245 -20.96366 -2.53060 0.08
H -18.88029 -17.92542 -2.58794 0.08
H -19.43555 -16.87336 -1.52648 0.09
C -22.14634 -21.67471 -5.35336 -0.06
C -20.87414 -20.84552 -5.49497 -0.43
C -20.37508 -21.00295 -6.92074 -0.23
O -19.15427 -20.35902 -7.17327 -0.19
C -18.02496 -21.13081 -6.80820 -0.09
N -21.18856 -19.43258 -5.19278 0.03
H -21.91475 -22.74116 -5.38889 0.09
H -22.89008 -21.40689 -6.11132 0.09
H -22.64332 -21.49797 -4.39859 0.05
H -20.14278 -21.29498 -4.81543 0.12
H -21.11974 -20.58249 -7.60833 0.14
H -20.32531 -22.07179 -7.19414 0.13
H -17.81444 -21.86735 -7.59032 0.09
H -18.20111 -21.68876 -5.88144 0.08
H -17.20547 -20.43479 -6.65899 0.09
H -20.36533 -18.87543 -5.41991 0.05
H -21.92021 -19.23871 -5.87617 0.09
C -24.94640 -19.59995 -4.10751 -0.32
O -24.01514 -19.59442 -3.32092 -0.11
N -26.09022 -20.27671 -3.93224 -0.18
C -27.27166 -19.99315 -4.72188 -0.05
C -26.31977 -21.00442 -2.70255 -0.04
H -24.91646 -19.01251 -5.03892 0.14
H -27.04795 -19.29813 -5.52556 0.09
H -28.07364 -19.62591 -4.07898 0.09
H -27.64229 -20.92266 -5.16782 0.09
H -26.79928 -20.35560 -1.96157 0.09
H -26.96638 -21.85909 -2.89312 0.09
H -25.37480 -21.33374 -2.28114 0.08
```

HOMO energy, record by record: -10.2413 -12.2077 -2.7569 -6.3312 eV